1.
A single C3H4ClFS molecule, computed with ωB97M-V/def2-TZVPD.

Summary:
**Structure (SMILES)**: FCC(=S)CCl
**HOMO energy**: -9.2 eV
**Total charge**: 0
**Energy above the lowest of the compared OMol25 structures with the same formula, charge and spin**: 62.1 kJ/mol

Last column: Löwdin charge in e.
Cartesian coordinates (Å):
F 1.376 -1.293 0.102  -0.040
C 1.165 -0.111 -0.546  -0.266
C 0.041 0.628 0.037  -0.895
S -0.080 2.202 -0.011  0.808
C -0.998 -0.214 0.662  -0.656
Cl -2.428 -0.185 -0.333  0.603
H 0.807 -0.362 -1.585  0.147
H 2.136 0.419 -0.735  0.138
H -0.705 -1.274 0.789  0.086
H -1.315 0.190 1.619  0.075

Atoms 1-3, force components in eV/Å:
F 0.506 -0.585 0.414
C 0.791 -0.127 -2.631
C 0.591 0.034 0.744



2.
A single C3H4ClN molecule, computed with ωB97M-V/def2-TZVPD.

Summary:
**HOMO energy (alpha / beta)**: -5.3 / -9.7 eV
**Total charge**: 0
**Energy above the lowest of the compared OMol25 structures with the same formula, charge and spin**: 100.6 kJ/mol
**<S²>**: 2.0116
**Multiplicity**: 3

Last column: Mulliken spin population.
Cartesian coordinates (Å):
C 0.038 1.713 0.059  0.109
C -0.504 -1.025 -0.010  0.594
C 0.591 0.525 0.007  0.204
N 0.086 -2.102 -0.085  0.899
Cl 2.222 0.117 -0.003  0.034
H 0.633 2.610 0.088  0.024
H -1.030 1.828 0.066  0.000
H -1.545 -0.722 0.015  0.090
H -0.490 -2.944 -0.135  0.045

Atoms 1-3, force components in eV/Å:
C -0.237 0.355 -0.016
C 1.055 7.616 0.477
C -2.395 -3.342 -0.104



3.
2 unconnected molecules or ions with the total composition C3H4ClN2O, computed with ωB97M-V/def2-TZVPD.

Summary:
**HOMO energy**: -14.7 eV
**Total charge**: +1
**Energy above the lowest of the compared OMol25 structures with the same formula, charge and spin**: 225.6 kJ/mol

Last column: Löwdin charge in e.
Cartesian coordinates (Å):
C 2.992 0.225 -0.360  -0.433
C -0.413 -1.197 0.581  0.178
C 0.139 1.024 -0.459  0.087
N 2.485 0.856 -1.235  -0.358
N -0.203 -0.001 0.141  0.045
O 3.278 -0.477 0.482  0.240
Cl 2.937 2.324 -2.088  0.678
H -1.517 -1.556 0.770  0.162
H 0.413 -1.926 0.877  0.145
H 0.102 1.949 0.184  0.161
H 0.368 1.312 -1.468  0.096

Atoms 1-3, force components in eV/Å:
C 0.716 0.653 -0.186
C -1.041 0.791 0.096
C -0.497 3.143 1.887



4.
A single C3H4ClN3 molecule, computed with ωB97M-V/def2-TZVPD.

Summary:
**Structure (SMILES)**: Cc1nn[nH]c1Cl
**HOMO energy**: -9.6 eV
**Total charge**: 0
**Energy above the lowest of the compared OMol25 structures with the same formula, charge and spin**: 125.9 kJ/mol

Last column: Löwdin charge in e.
Cartesian coordinates (Å):
C -0.618 1.666 -0.006  -0.044
C -0.213 0.218 -0.090  -0.315
N -1.274 -0.721 -0.070  0.014
N -0.859 -1.897 -0.028  -0.017
N 0.526 -1.847 0.056  -0.003
C 0.912 -0.539 0.104  -0.657
Cl 2.622 -0.165 -0.039  0.648
H -1.695 1.697 0.095  0.068
H -0.265 2.031 0.983  0.086
H -0.183 2.234 -0.842  0.081
H 1.048 -2.676 -0.163  0.138

Atoms 1-3, force components in eV/Å:
C 1.385 -0.482 0.846
C -1.469 -1.074 1.235
N 0.240 2.036 -0.332



5.
2 unconnected molecules or ions with the total composition C3H4ClNO, computed with ωB97M-V/def2-TZVPD.

Summary:
**Structure (SMILES)**: C=C=O.C=NCl
**HOMO energy**: -9.1 eV
**Total charge**: 0
**Energy above the lowest of the compared OMol25 structures with the same formula, charge and spin**: 293.1 kJ/mol

Last column: Löwdin charge in e.
Cartesian coordinates (Å):
C 1.742 2.071 -0.934  -0.029
C 0.547 1.612 -1.030  -0.346
O -0.516 1.139 -1.181  0.132
H 2.279 2.239 0.104  0.100
H 2.275 2.441 -1.789  0.048
C -0.176 1.632 2.236  -0.156
N 0.548 0.960 1.495  -0.486
Cl 1.664 -0.089 2.255  0.580
H -0.188 1.695 3.324  0.069
H -0.903 2.384 1.916  0.087

Atoms 1-3, force components in eV/Å:
C 2.990 1.387 2.574
C -2.475 -1.462 -0.318
O 1.128 0.775 0.029



6.
2 unconnected molecules or ions with the total composition C3H4ClNO, computed with ωB97M-V/def2-TZVPD.

Summary:
**Structure (SMILES)**: C=C=O.C=NCl
**HOMO energy**: -9.1 eV
**Total charge**: 0
**Energy above the lowest of the compared OMol25 structures with the same formula, charge and spin**: 300.2 kJ/mol

Last column: Löwdin charge in e.
Cartesian coordinates (Å):
C 0.123 2.205 1.031  -0.021
C 0.664 1.141 1.582  -0.288
O 1.165 0.316 2.261  0.133
H 0.076 2.404 -0.039  0.042
H -0.514 2.920 1.697  0.102
C -0.505 -2.211 -1.033  -0.161
N -0.127 -1.025 -1.070  -0.453
Cl 0.271 -0.122 -2.531  0.482
H -0.708 -2.917 -1.855  0.076
H -0.444 -2.710 -0.043  0.087

Atoms 1-3, force components in eV/Å:
C -1.446 1.282 0.546
C 0.627 -0.438 1.777
O -0.882 1.122 -1.629



7.
2 unconnected molecules or ions with the total composition C3H4ClNO, computed with ωB97M-V/def2-TZVPD.

Summary:
**HOMO energy (alpha / beta)**: -9.7 / -9.7 eV
**Total charge**: 0
**Energy above the lowest of the compared OMol25 structures with the same formula, charge and spin**: 368.0 kJ/mol

Last column: Löwdin charge in e.
Cartesian coordinates (Å):
C -1.836 0.981 -0.130  -0.277
C 0.908 0.439 0.536  -0.122
C 0.154 -0.566 -0.295  -0.778
N -2.627 1.399 0.588  -0.094
O 0.411 -0.628 -1.586  0.040
Cl -0.434 -2.038 0.437  0.760
H 0.329 0.377 1.487  0.079
H 0.862 1.395 -0.068  0.106
H 2.036 0.217 0.875  0.143
H 0.198 -1.576 -1.845  0.144

Atoms 1-3, force components in eV/Å:
C 2.284 -2.010 -0.869
C 0.736 0.009 0.833
C 0.124 0.740 -0.427



8.
2 unconnected molecules or ions with the total composition C3H4ClNO2, computed with ωB97M-V/def2-TZVPD.

Summary:
**Structure (SMILES)**: N=C=CO.O=CCl
**HOMO energy**: -8.6 eV
**Total charge**: 0
**Energy above the lowest of the compared OMol25 structures with the same formula, charge and spin**: 295.5 kJ/mol

Last column: Löwdin charge in e.
Cartesian coordinates (Å):
N -0.365 2.057 1.009  0.185
C -0.745 1.071 0.432  -0.205
C -1.247 -0.007 -0.084  -0.284
O -1.346 -0.411 -1.365  -0.040
H 0.321 1.983 1.687  0.047
H -2.075 -0.284 0.557  0.131
H -0.641 -0.021 -1.976  0.117
O 1.919 -1.284 1.204  0.019
C 1.398 -1.261 0.120  -0.556
Cl 2.029 0.009 -1.086  0.517
H 0.753 -1.854 -0.498  0.070

Atoms 1-3, force components in eV/Å:
N -1.770 1.257 -0.737
C 0.970 0.161 -0.203
C -1.480 0.445 0.717



9.
A single C3H4ClNS molecule, computed with ωB97M-V/def2-TZVPD.

Summary:
**HOMO energy (alpha / beta)**: -9.2 / -8.3 eV
**Total charge**: 0
**Energy above the lowest of the compared OMol25 structures with the same formula, charge and spin**: 341.4 kJ/mol

Last column: Löwdin charge in e.
Cartesian coordinates (Å):
C 0.969 1.540 -0.259  -0.675
C -0.034 -0.990 0.581  -0.463
C -0.987 -0.606 -0.403  -0.671
N 0.001 1.666 -1.006  0.077
S 1.551 0.151 0.748  0.804
Cl -2.475 0.147 -0.171  0.668
H 1.874 2.227 0.045  0.078
H -0.362 -1.034 1.599  0.061
H 0.340 -1.896 0.120  0.070
H -0.878 -1.205 -1.254  0.051

Atoms 1-3, force components in eV/Å:
C 2.040 -0.069 1.178
C 1.502 0.522 0.209
C 0.000 1.560 -0.163



10.
A single C3H4ClNS molecule, computed with ωB97M-V/def2-TZVPD.

Summary:
**Structure (SMILES)**: N/C=C(\Cl)C=S
**HOMO energy**: -8.5 eV
**Total charge**: 0
**Energy above the lowest of the compared OMol25 structures with the same formula, charge and spin**: 31.9 kJ/mol

Last column: Löwdin charge in e.
Cartesian coordinates (Å):
N 1.455 1.235 0.043  0.098
C 0.234 0.668 -0.012  -0.257
C -0.116 -0.606 0.041  -0.735
Cl 1.224 -1.752 -0.047  0.630
C -1.454 -1.159 0.054  -0.678
S -2.880 -0.338 -0.055  0.619
H 1.577 2.229 -0.112  0.111
H 2.226 0.652 -0.215  0.065
H -0.663 1.290 0.002  0.107
H -1.603 -2.220 0.301  0.042

Atoms 1-3, force components in eV/Å:
N -0.109 0.113 -0.358
C -1.228 1.874 0.429
C 0.300 -2.386 -0.530



11.
2 unconnected molecules or ions with the total composition C3H4ClO4, computed with ωB97M-V/def2-TZVPD.

Summary:
**HOMO energy (alpha / beta)**: -2.8 / -2.8 eV
**Total charge**: -1
**Energy above the lowest of the compared OMol25 structures with the same formula, charge and spin**: 371.7 kJ/mol

Last column: Löwdin charge in e.
Cartesian coordinates (Å):
C 0.651 0.928 0.544  -0.723
C -1.246 -0.129 -1.200  -0.099
C 0.597 -0.276 1.229  -0.563
O -0.031 1.850 0.992  -0.022
O 1.607 1.160 -0.386  0.040
O -1.844 -0.873 -0.431  -0.047
O -0.432 -0.852 1.702  -0.052
Cl 1.742 -1.655 0.285  0.304
H -1.570 0.840 -1.421  0.074
H -0.290 -0.354 -1.645  0.071
H 1.929 0.336 -0.556  -0.069
H -1.113 -0.973 0.887  0.086

Atoms 1-3, force components in eV/Å:
C -0.411 0.973 0.962
C 0.774 -1.148 1.272
C 2.392 -0.890 -0.828



12.
A molecular structure, C3H4ClO5S, computed with ωB97M-V/def2-TZVPD.

Summary:
**HOMO energy (alpha / beta)**: 0.3 / -5.1 eV
**Total charge**: -1
**<S²>**: 2.0123
**Multiplicity**: 3

Last column: Mulliken spin population.
Cartesian coordinates (Å):
C -0.891 0.104 1.176  0.098
C -1.144 -0.240 -0.217  0.390
C -1.803 1.156 -0.222  0.163
O 1.490 -1.058 -1.308  0.156
O 3.617 -0.550 0.055  0.088
O 1.576 0.781 0.425  0.257
O -1.754 1.239 1.067  0.123
O -2.221 1.949 -0.992  0.221
S 2.542 0.229 -0.539  0.196
Cl -2.368 -1.526 -0.457  0.304
H -1.243 -0.582 2.026  0.004
H 0.188 0.453 1.291  -0.005
H -0.274 -0.325 -0.932  0.006
H 2.285 -1.628 -1.374  -0.001

Atoms 1-3, force components in eV/Å:
C 0.818 -0.411 2.548
C 2.100 3.339 -2.479
C 2.084 -3.482 -2.551



13.
A molecular structure, C3H4CuLiO4, computed with ωB97M-V/def2-TZVPD.

Summary:
**HOMO energy (alpha / beta)**: -16.5 / -18.5 eV
**Total charge**: +2
**Energy above the lowest of the compared OMol25 structures with the same formula, charge and spin**: 205.1 kJ/mol
**<S²>**: 2.0012
**Multiplicity**: 3

Last column: Mulliken spin population.
Cartesian coordinates (Å):
H -1.400 0.353 -1.482  0.002
C -1.630 0.261 -0.420  0.004
C -2.175 1.310 0.425  -0.001
O -2.926 0.158 -0.009  0.000
H -1.921 1.325 1.485  0.000
H -2.461 2.255 -0.040  0.001
O 1.093 0.586 0.232  -0.160
C 0.646 -0.530 0.392  -0.100
O -0.747 -0.730 0.146  0.003
Cu 2.461 1.801 0.161  2.267
H -0.328 -1.849 -0.366  0.001
Li 2.748 -2.466 -0.479  -0.016
O 1.059 -1.634 -0.093  -0.001

Atoms 1-3, force components in eV/Å:
H -0.165 -0.047 0.135
C -0.768 0.868 -0.850
C -0.006 0.281 0.301



14.
A molecular structure, C3H4EuO2, computed with ωB97M-V/def2-TZVPD.

Summary:
**HOMO energy (alpha / beta)**: -5.8 / -5.8 eV
**Total charge**: 0
**<S²>**: 15.7629
**Multiplicity**: 8

Last column: Mulliken spin population.
Cartesian coordinates (Å):
C 1.482 -0.317 -0.248  -0.002
O 0.082 -0.408 -0.236  -0.014
C -0.785 1.075 0.437  0.007
C -2.076 0.842 0.568  -0.018
O -2.615 -0.350 0.241  -0.038
Eu -1.566 -1.962 -0.594  7.063
H 2.019 -1.216 -0.580  0.003
H 1.790 0.505 -0.912  -0.001
H 1.796 -0.101 0.785  0.000
H -0.127 1.931 0.539  0.001

Atoms 1-3, force components in eV/Å:
C -0.142 0.706 0.466
O 0.155 -1.026 -0.591
C -2.102 0.745 0.577



15.
A molecular structure, C3H4EuO3, computed with ωB97M-V/def2-TZVPD.

Summary:
**HOMO energy (alpha / beta)**: -5.6 / -6.0 eV
**Total charge**: 0
**Energy above the lowest of the compared OMol25 structures with the same formula, charge and spin**: 419.9 kJ/mol
**<S²>**: 15.8125
**Multiplicity**: 8

Last column: Mulliken spin population.
Cartesian coordinates (Å):
H 4.669 -0.444 0.201  0.010
O -1.385 1.623 -0.121  -0.069
O 2.927 0.506 0.528  0.009
C 3.587 -0.377 0.007  0.050
C -2.764 -0.413 -0.371  -0.021
O -3.017 0.167 0.905  -0.003
C -1.679 0.332 0.302  -0.097
H 3.135 -1.074 -0.720  0.012
H -2.803 -1.510 -0.408  0.002
H -3.274 0.080 -1.211  -0.001
Eu 0.606 1.108 0.887  7.109

Atoms 1-3, force components in eV/Å:
H -0.199 -0.149 0.040
O 1.345 -1.074 0.833
O 0.482 -0.536 -0.239



16.
A molecular structure, C3H4EuO3, computed with ωB97M-V/def2-TZVPD.

Summary:
**HOMO energy (alpha / beta)**: -17.9 / -18.0 eV
**Total charge**: +2
**Energy above the lowest of the compared OMol25 structures with the same formula, charge and spin**: 250.2 kJ/mol
**<S²>**: 15.7587
**Multiplicity**: 8

Last column: Mulliken spin population.
Cartesian coordinates (Å):
C -0.796 1.273 0.657  0.000
C -0.810 -0.020 1.136  0.000
O -0.322 -1.089 0.480  -0.001
C 0.606 -1.062 -0.489  -0.005
O 1.024 0.069 -0.957  -0.001
O 0.796 -2.072 -1.170  -0.006
H 0.346 1.048 -0.403  -0.001
H -1.012 -0.263 2.182  0.000
H -1.471 1.425 -0.194  0.000
Eu 2.587 -1.323 -2.691  7.015
H -0.946 2.014 1.451  0.000

Atoms 1-3, force components in eV/Å:
C -0.302 -0.765 -0.319
C 1.422 1.042 0.600
O -0.115 -0.832 0.241



17.
2 unconnected molecules or ions with the total composition C3H4F2N2, computed with ωB97M-V/def2-TZVPD.

Summary:
**Structure (SMILES)**: N=C=C(F)F.C=N
**HOMO energy**: -9.1 eV
**Total charge**: 0
**Energy above the lowest of the compared OMol25 structures with the same formula, charge and spin**: 298.0 kJ/mol

Last column: Löwdin charge in e.
Cartesian coordinates (Å):
N -2.232 -0.983 0.331  0.150
C -1.745 0.071 -0.058  -0.099
C -0.917 0.943 -0.575  -0.416
F -0.777 0.789 -1.894  0.093
F -0.305 2.018 -0.101  0.121
H -3.294 -1.070 0.459  0.109
C 1.688 -0.585 0.079  -0.182
N 1.973 -0.353 1.276  0.009
H 1.818 0.346 -0.664  0.102
H 1.226 -1.603 -0.245  0.095
H 2.566 0.428 1.391  0.018

Atoms 1-3, force components in eV/Å:
N -1.594 -0.361 0.533
C -0.031 0.103 0.964
C -0.458 -0.406 -0.539



18.
A single C3H4F2S molecule, computed with ωB97M-V/def2-TZVPD.

Summary:
**Structure (SMILES)**: FC(F)[C@H]1CS1
**HOMO energy**: -9.1 eV
**Total charge**: 0
**Energy above the lowest of the compared OMol25 structures with the same formula, charge and spin**: 16.6 kJ/mol

Last column: Löwdin charge in e.
Cartesian coordinates (Å):
F 0.443 -1.020 -1.311  0.050
C -0.609 -0.983 -0.468  -0.440
F -1.694 -0.458 -1.085  0.073
C -0.295 -0.132 0.744  -0.518
C 1.060 -0.028 1.352  -0.429
S 0.570 1.420 0.438  0.859
H -0.673 -1.990 -0.064  0.158
H -1.067 -0.107 1.471  0.103
H 1.047 0.107 2.438  0.078
H 1.888 -0.566 0.952  0.067

Atoms 1-3, force components in eV/Å:
F 0.047 0.197 -0.652
C 1.118 0.492 1.780
F 0.130 -0.733 -0.130



19.
A single C3H4F2S molecule, computed with ωB97M-V/def2-TZVPD.

Summary:
**Structure (SMILES)**: FCC(=S)CF
**HOMO energy**: -9.4 eV
**Total charge**: 0
**Energy above the lowest of the compared OMol25 structures with the same formula, charge and spin**: 61.9 kJ/mol

Last column: Löwdin charge in e.
Cartesian coordinates (Å):
F -1.339 0.500 1.093  -0.045
C -0.372 -0.494 1.073  -0.238
C 0.273 -0.539 -0.300  -0.749
S 0.796 -1.922 -0.955  0.772
C 0.273 0.815 -0.956  -0.211
F 0.713 1.765 -0.010  -0.046
H -0.839 -1.516 1.282  0.128
H 0.371 -0.379 1.893  0.134
H 0.902 0.766 -1.875  0.121
H -0.778 1.004 -1.245  0.133

Atoms 1-3, force components in eV/Å:
F 0.222 -0.354 0.373
C -0.245 -1.929 0.429
C -0.137 -0.140 0.585



20.
2 unconnected molecules or ions with the total composition C3H4F3NOS, computed with ωB97M-V/def2-TZVPD.

Summary:
**Structure (SMILES)**: O=CC(F)(F)F.C=NS
**HOMO energy**: -9.5 eV
**Total charge**: 0
**Energy above the lowest of the compared OMol25 structures with the same formula, charge and spin**: 89.8 kJ/mol

Last column: Löwdin charge in e.
Cartesian coordinates (Å):
O 1.719 -1.667 -1.770  0.140
C 1.195 -0.793 -1.162  -0.147
C 1.855 0.150 -0.180  -0.582
F 3.116 0.324 -0.593  0.157
F 1.249 1.377 -0.104  0.113
F 1.808 -0.397 1.045  0.150
H 0.069 -0.510 -1.242  0.139
C -1.277 0.819 1.289  -0.153
N -1.783 -0.082 0.562  -0.524
S -3.109 -0.206 -0.448  0.729
H -1.628 1.890 1.199  0.090
H -0.398 0.568 1.848  0.049
H -2.817 -1.472 -0.443  -0.160

Atoms 1-3, force components in eV/Å:
O 0.431 0.073 0.242
C -3.349 0.734 -0.550
C 0.876 0.554 -0.056



Which F_max belongs to each record? In order, 0.0535 0.1498 0.0831 0.0456 0.0813 0.0477 0.0615 0.0754 0.0458 0.0479 0.0858 0.1062 0.1259 0.0448 0.0484 0.0692 0.0514 0.0420 0.0387 0.0675 Eh/bohr.